Here is 2 unconnected molecules or ions with the total composition CH2NO3S in a non-equilibrium geometry from the Open Molecules 2025 dataset. Energies are from the ωB97M-V functional and the def2-TZVPD basis.

```
8
Properties=species:S:1:pos:R:3:forces:R:3
C 0.80729 -2.17202 -0.72186 -1.44 0.18 2.11
N 0.13487 -1.93709 0.22471 1.32 -1.19 -1.40
O -0.38738 2.51681 0.42147 -0.25 1.20 -1.00
O 0.43145 0.47409 -0.93661 0.63 2.92 -2.14
O -1.32322 0.34275 0.91704 -0.31 -0.56 -0.58
S -0.09942 1.10518 0.59741 1.41 -0.72 1.78
H 0.86087 1.24874 -1.50077 -1.50 -2.16 1.99
H -0.42447 -1.57845 0.99862 0.14 0.33 -0.74
```
Positions in Å, forces in eV/Å.

Output
**HOMO**: -3.81 eV
**Relative energy (zero: lowest compared OMol25 entry of this formula, charge and spin)**: 1.737 eV
**Multiplicity**: 1
**Kohn-Sham gap**: 0.2926 hartree
**Charge**: -1

Here is a gas-phase ion, CH2NO3S (charge -1) in a non-equilibrium geometry from the Open Molecules 2025 dataset. Energies are from the ωB97M-V functional and the def2-TZVPD basis.

```
8
Properties=species:S:1:pos:R:3:forces:R:3
C -0.42373 -0.80725 -0.74470 2.21 -2.11 -1.72
N -0.72850 0.36662 -0.23023 -0.18 1.31 -0.12
O -3.00108 0.75699 1.18619 -0.40 -0.08 0.39
O -0.98276 -1.90473 -0.66379 0.07 1.36 -0.08
O -1.84125 2.73037 -0.22903 -2.83 -5.60 0.19
S -2.55308 1.09785 -0.14245 4.48 5.61 -0.36
H 0.62871 -0.77032 -1.41806 -1.93 -0.02 1.49
H -0.00164 1.08600 -0.43834 -1.43 -0.48 0.21
```
Positions in Å, forces in eV/Å.

Output
**HOMO**: -4.65 eV
**Relative energy (zero: lowest compared OMol25 entry of this formula, charge and spin)**: 1.835 eV
**Multiplicity**: 1
**Kohn-Sham gap**: 0.3181 hartree
**Charge**: -1

Here is 2 unconnected molecules or ions with the total composition CH2NO3S in a non-equilibrium geometry from the Open Molecules 2025 dataset. Energies are from the ωB97M-V functional and the def2-TZVPD basis.

```
8
Properties=species:S:1:pos:R:3:forces:R:3
C 1.14765 -1.85904 -1.57134 -1.26 1.78 3.26
N 0.65301 -1.84542 -2.86542 -0.55 -1.07 -3.63
O 2.21661 -2.25963 -1.14740 -0.80 -0.02 -0.62
O -0.06458 -2.74641 -3.29128 0.86 0.66 0.91
O 0.18260 -1.10590 -1.05241 1.69 -1.25 -0.07
S -0.19326 0.71392 1.24280 -0.14 -1.52 -0.15
H -0.63370 -0.40810 1.94438 0.40 1.05 -0.62
H 0.14270 -0.16342 0.01902 -0.20 0.37 0.91
```
Positions in Å, forces in eV/Å.

Output
**HOMO (spin up / spin down)**: -4.88 / -4.88 eV
**Relative energy (zero: lowest compared OMol25 entry of this formula, charge and spin)**: 2.584 eV
**Multiplicity**: 1
**Kohn-Sham gap (spin up / spin down)**: 0.3163 / 0.3163 hartree
**Charge**: -1

Here is a gas-phase ion, CH2NO3S2 (charge -1) in a non-equilibrium geometry from the Open Molecules 2025 dataset. Energies are from the ωB97M-V functional and the def2-TZVPD basis.

```
9
Properties=species:S:1:pos:R:3:forces:R:3
C 0.43743 -1.32794 -0.70943 -0.69 1.83 -0.62
N -0.14349 -0.11780 -0.29859 0.67 -2.27 1.97
O 0.09628 -0.72980 2.43160 -0.49 0.71 -0.52
O 0.41802 -3.07911 2.63547 -0.09 -0.81 -0.11
O 0.66924 -2.24709 0.17073 -0.55 0.59 0.38
S 0.84034 -1.55698 -2.31114 0.04 -0.10 -0.71
S 0.93479 -1.86562 2.05777 1.09 -0.28 0.86
H -0.20744 -0.20279 0.78868 -0.63 1.52 -2.30
H -0.48490 0.59939 -0.96438 0.66 -1.18 1.04
```
Positions in Å, forces in eV/Å.

Output
**HOMO**: -4.24 eV
**Relative energy (zero: lowest compared OMol25 entry of this formula, charge and spin)**: 0.011 eV
**Multiplicity**: 1
**Kohn-Sham gap**: 0.2899 hartree
**Charge**: -1

Here is 2 unconnected molecules or ions with the total composition CH2NO4P in a non-equilibrium geometry from the Open Molecules 2025 dataset. Energies are from the ωB97M-V functional and the def2-TZVPD basis.

```
9
Properties=species:S:1:pos:R:3:forces:R:3
C -1.71752 -0.36993 0.92798 0.51 1.22 -0.28
N -1.61141 -1.50725 0.76684 -1.21 -0.42 0.85
O 1.75550 -1.55138 -2.56978 -0.03 -0.53 0.12
O 0.72411 0.53038 -1.74196 -0.06 -0.16 0.33
O 2.48936 -0.75243 -0.26880 0.70 0.33 1.03
O 0.12879 -1.75919 -0.52046 1.86 0.35 -1.21
P 1.35495 -1.07602 -1.18674 -1.65 0.31 -1.24
H -1.35944 0.64435 0.74997 -0.35 -0.66 0.22
H 0.18249 0.99956 -1.09460 0.24 -0.45 0.18
```
Positions in Å, forces in eV/Å.

Output
**HOMO**: 0.95 eV
**Relative energy (zero: lowest compared OMol25 entry of this formula, charge and spin)**: 2.791 eV
**Multiplicity**: 1
**Kohn-Sham gap**: 0.2091 hartree
**Charge**: -2

Here is a gas-phase ion, CH2NO4S (charge -1) in a non-equilibrium geometry from the Open Molecules 2025 dataset. Energies are from the ωB97M-V functional and the def2-TZVPD basis.

```
9
Properties=species:S:1:pos:R:3:forces:R:3
C -1.57023 0.00050 0.16199 2.48 -3.19 -1.41
N -0.57019 0.76731 -0.20124 -1.29 -2.78 -1.18
O -0.71748 1.97422 -0.24789 1.24 2.42 0.32
O 1.61118 -1.12259 1.37552 -0.07 1.03 -1.24
O 0.49839 0.15802 -0.78959 -0.52 0.40 0.13
O 2.68234 -1.00656 -0.79639 0.69 -0.78 -1.44
S 2.04849 -0.25989 0.24359 -0.27 -0.04 2.87
H -2.35626 0.56598 0.43993 -2.71 1.29 1.04
H -1.62623 -1.07699 -0.18592 0.44 1.65 0.93
```
Positions in Å, forces in eV/Å.

Output
**HOMO**: -4.49 eV
**Relative energy (zero: lowest compared OMol25 entry of this formula, charge and spin)**: 4.152 eV
**Multiplicity**: 1
**Kohn-Sham gap**: 0.3155 hartree
**Charge**: -1